No. 1
C4H4Cl2O2 | the ωB97M-V functional and the def2-TZVPD basis

Summary:
Largest force on an atom   3.984 eV Å⁻¹
Net charge   0
Multiplicity   1
Structure (SMILES)   O=C=C(Cl)Cl.C=CO
Energy relative to the best compared isomer or geometry (same formula, charge and spin)   2.736 eV
Kohn-Sham gap   0.3136 hartree
Energy   -33349.5551 eV
Lowest unoccupied orbital energy   -0.459 eV

XYZ file:
```
12
Properties=species:S:1:pos:R:3:lowdin_charge:R:1
O -2.93 -0.67 2.22 0.19
C -2.17 0.18 2.50 -0.28
C -1.16 1.06 2.52 -1.08
Cl 0.25 0.42 3.37 0.64
Cl -1.50 2.77 2.44 0.67
C 0.68 -0.11 -0.73 0.03
C 0.37 1.18 -0.51 -0.27
O 0.87 1.91 0.52 -0.03
H 1.14 -0.69 0.08 0.06
H 0.53 -0.60 -1.62 0.02
H -0.32 1.70 -1.14 0.10
H 0.28 2.49 0.87 -0.04
```

***

No. 2
C4H4ClF | the ωB97M-V functional and the def2-TZVPD basis

Summary:
Largest force on an atom   4.821 eV Å⁻¹
Net charge   0
Multiplicity   1
Structure (SMILES)   C=C/C(F)=C\Cl
Energy relative to the best compared isomer or geometry (same formula, charge and spin)   0.874 eV
Kohn-Sham gap   0.3244 hartree
Energy   -19450.5836 eV
Lowest unoccupied orbital energy   -0.171 eV

XYZ file:
```
10
Properties=species:S:1:pos:R:3:lowdin_charge:R:1
C 0.41 1.68 0.06 0.07
C 0.77 0.38 -0.18 -0.14
C 0.15 -0.82 0.03 -0.38
F 1.10 -1.82 -0.04 0.01
C -1.14 -1.29 0.19 -0.41
Cl -2.56 -0.21 -0.10 0.55
H 1.22 2.40 -0.10 0.07
H -0.48 1.82 0.63 0.04
H 1.76 0.23 -0.48 0.10
H -1.23 -2.37 -0.02 0.09
```

***

No. 3
C4H4ClF | the ωB97M-V functional and the def2-TZVPD basis

Summary:
Largest force on an atom   6.319 eV Å⁻¹
Net charge   0
Multiplicity   1
Structure (SMILES)   F/C=C/C=C\Cl
Energy relative to the best compared isomer or geometry (same formula, charge and spin)   0.856 eV
Kohn-Sham gap   0.3608 hartree
Energy   -19450.6017 eV
Lowest unoccupied orbital energy   0.825 eV

XYZ file:
```
10
Properties=species:S:1:pos:R:3:lowdin_charge:R:1
F -0.30 2.01 -2.09 -0.01
C -0.82 1.05 -1.30 -0.11
C 0.12 0.35 -0.65 -0.06
C -0.26 -0.69 0.45 -0.20
C 0.59 -1.06 1.38 -0.60
Cl 2.24 -0.88 1.00 0.65
H -1.82 1.08 -1.32 0.08
H 1.22 0.44 -0.64 0.05
H -1.31 -0.76 0.85 0.12
H 0.34 -1.54 2.32 0.07
```

***

No. 4
C4H4ClF | the ωB97M-V functional and the def2-TZVPD basis

Summary:
Largest force on an atom   5.424 eV Å⁻¹
Net charge   0
Multiplicity   1
Energy relative to the best compared isomer or geometry (same formula, charge and spin)   2.528 eV
Kohn-Sham gap   0.3503 hartree
Energy   -19448.9288 eV
Lowest unoccupied orbital energy   0.628 eV

XYZ file:
```
10
Properties=species:S:1:pos:R:3:lowdin_charge:R:1
C 0.84 -1.03 -1.24 -0.22
C 0.70 -0.22 -0.14 -0.13
C -0.49 0.76 0.01 -0.23
C -0.81 0.86 1.30 -0.64
H -0.01 -0.95 -2.13 0.16
H 1.45 -0.63 0.69 0.15
H -0.62 1.29 -0.96 0.12
H -0.63 0.03 2.38 0.20
F 1.77 -1.95 -1.47 0.02
Cl -2.20 1.84 1.57 0.56
```

***

No. 5
C4H4ClF | the ωB97M-V functional and the def2-TZVPD basis

Summary:
Largest force on an atom   2.375 eV Å⁻¹
Net charge   0
Multiplicity   1
Structure (SMILES)   C=C/C(Cl)=C\F
Energy relative to the best compared isomer or geometry (same formula, charge and spin)   0.629 eV
Kohn-Sham gap   0.3611 hartree
Energy   -19450.8286 eV
Lowest unoccupied orbital energy   0.583 eV

XYZ file:
```
10
Properties=species:S:1:pos:R:3:lowdin_charge:R:1
C -1.42 -0.11 0.63 0.01
C -0.80 -0.49 -0.44 -0.19
C 0.65 -0.21 -0.63 -0.61
Cl 1.44 -0.81 -2.12 0.60
C 1.40 0.62 0.12 -0.14
F 0.99 1.15 1.34 -0.03
H -0.98 0.61 1.26 0.04
H -2.38 -0.47 1.03 0.08
H -1.37 -1.15 -1.14 0.11
H 2.48 0.86 -0.05 0.13
```

***

No. 6
C4H4ClF3 | the ωB97M-V functional and the def2-TZVPD basis

Summary:
Largest force on an atom   3.382 eV Å⁻¹
Net charge   0
Multiplicity   1
Energy relative to the best compared isomer or geometry (same formula, charge and spin)   4.099 eV
Kohn-Sham gap   0.3910 hartree
Energy   -24883.1421 eV
Lowest unoccupied orbital energy   -0.090 eV

XYZ file:
```
12
Properties=species:S:1:pos:R:3:lowdin_charge:R:1
C 1.83 0.44 2.12 -0.16
C 0.60 0.15 2.21 0.06
C -1.68 0.03 -0.93 -0.18
C -0.14 -0.31 -1.16 -0.97
F -2.40 -1.02 -1.34 -0.02
F 0.00 -0.54 -2.46 0.08
F 0.62 0.68 -0.76 0.06
Cl 0.31 -1.69 -0.22 0.80
H 1.97 0.39 1.10 0.00
H 2.72 0.83 2.66 0.08
H -1.70 0.12 0.19 0.11
H -2.13 0.91 -1.41 0.14
```

***

No. 7
C4H4ClN | the ωB97M-V functional and the def2-TZVPD basis

Summary:
Largest force on an atom   5.573 eV Å⁻¹
Net charge   0
Multiplicity   1
Energy relative to the best compared isomer or geometry (same formula, charge and spin)   3.658 eV
Kohn-Sham gap   0.3464 hartree
Energy   -18221.4808 eV
Lowest unoccupied orbital energy   -0.127 eV

XYZ file:
```
10
Properties=species:S:1:pos:R:3:lowdin_charge:R:1
C 0.82 -0.71 -1.48 -0.35
C -1.48 0.33 0.74 -0.06
C -0.31 -0.12 0.96 -0.71
C 1.16 0.32 -0.60 -0.04
N 0.46 -1.52 -2.22 0.14
Cl 0.35 -1.03 2.15 0.73
H -2.17 0.30 1.53 0.05
H -1.59 0.83 -0.19 0.06
H 0.88 1.42 -0.99 0.14
H 1.89 0.18 0.11 0.02
```

***

No. 8
C4H4ClNO2S2 | the ωB97M-V functional and the def2-TZVPD basis

Summary:
Largest force on an atom   5.795 eV Å⁻¹
Net charge   0
Multiplicity   1
Structure (SMILES)   NS(=O)(=O)c1ccc(Cl)s1
Energy relative to the best compared isomer or geometry (same formula, charge and spin)   0.690 eV
Kohn-Sham gap   0.3220 hartree
Energy   -43988.1711 eV
Lowest unoccupied orbital energy   -0.312 eV

XYZ file:
```
14
Properties=species:S:1:pos:R:3:lowdin_charge:R:1
N 1.96 -1.05 1.12 -0.12
S 1.70 -0.44 -0.32 0.57
O 2.33 0.95 -0.27 -0.36
O 2.12 -1.42 -1.30 -0.32
C -0.07 -0.12 -0.41 -0.66
C -0.54 1.15 -0.29 -0.20
C -1.94 1.21 -0.27 -0.16
C -2.63 -0.10 -0.39 -0.93
Cl -4.16 -0.68 -0.08 0.66
S -1.27 -1.37 -0.32 0.97
H 2.49 -0.36 1.63 0.07
H 2.37 -2.12 1.03 0.18
H 0.06 2.17 0.07 0.19
H -2.43 2.19 -0.20 0.10
```